Record 1
Formula: C23H35N3O4
Source: the OMol25 dataset
Level of theory: the ωB97M-V functional and the def2-TZVPD basis

Geometry as XYZ:
```
65
Properties=species:S:1:pos:R:3:forces:R:3:mulliken_charge:R:1
C -4.012315 3.446917 1.237415 -0.24 -0.01 -0.03 -0.977
H -4.329735 4.400523 0.817123 -0.04 -0.09 0.03 0.248
O -2.624349 3.562646 1.421080 0.50 -0.16 0.20 -0.395
C -1.935899 2.491850 1.939693 0.00 0.18 -0.12 1.072
C -2.551800 1.306185 2.320201 -0.09 0.07 -0.05 -0.384
C -1.823033 0.272073 2.880494 -0.01 -0.02 0.03 -1.299
C -0.462212 0.406908 3.066531 -0.04 0.06 0.03 -0.191
C 0.179308 1.572059 2.673934 -0.05 0.19 0.01 -0.084
C -0.543811 2.622455 2.098381 0.06 -0.07 -0.02 0.509
O 0.193459 3.729055 1.780060 -0.27 -0.25 0.47 -0.463
C -0.220270 4.583005 0.738846 -0.02 0.39 -0.33 -0.911
H 0.652437 5.194212 0.505057 -0.05 -0.04 -0.04 0.318
H -0.514515 4.018303 -0.149364 0.01 0.00 0.03 0.314
H -1.045430 5.230964 1.041840 0.13 -0.08 -0.06 0.283
C 1.672874 1.715266 2.810690 -0.08 0.04 -0.05 -1.303
N 2.292675 1.634919 1.497686 0.09 0.17 -0.02 0.242
C 3.657159 2.087922 1.394069 0.05 0.14 -0.32 -0.592
H 4.391796 1.322287 1.695867 0.01 0.06 0.04 0.318
H 3.796166 2.966124 2.025821 0.02 -0.04 -0.01 0.444
C 3.881921 2.477047 -0.065746 0.06 0.28 0.44 -0.726
N 3.474206 1.390859 -0.927998 0.30 0.19 -0.33 -0.115
C 2.579871 0.439943 -0.623533 -0.15 0.11 0.15 -0.161
O 2.235913 -0.398575 -1.444594 -0.15 -0.31 -0.21 -0.782
C 2.082912 0.385793 0.810955 -0.05 -0.22 -0.10 0.321
C 2.741442 -0.868978 1.469408 -0.18 0.03 0.13 -0.634
H 3.114310 -0.618487 2.462493 -0.03 -0.08 -0.04 0.451
C 1.715379 -1.985203 1.612569 0.55 0.17 -0.20 0.259
O 1.375630 -2.427406 2.693576 -0.17 -0.06 0.42 -0.685
N 1.236227 -2.412490 0.432202 -0.15 -0.13 -0.43 -0.036
H 1.523045 -1.924808 -0.411419 0.11 0.09 0.12 0.345
C 0.095471 -3.290508 0.334523 -0.36 -0.10 0.20 -1.254
H 0.287738 -4.040357 -0.436806 0.00 -0.03 0.07 0.409
C -1.195631 -2.522382 0.030327 0.23 0.06 -0.09 -0.060
H -2.017307 -3.239156 -0.013787 -0.10 -0.03 0.05 0.537
C -1.147455 -1.712077 -1.267341 0.09 -0.31 0.07 -0.792
C -0.950556 -2.553054 -2.525619 -0.20 0.42 0.11 0.819
C -0.857954 -1.700153 -3.793241 0.21 -0.26 -0.02 -1.006
C -1.122713 -2.708310 -4.904903 -0.10 0.14 -0.04 -0.623
H -1.379907 -2.237266 -5.852975 0.06 -0.03 -0.08 0.396
H -0.235551 -3.324736 -5.058854 0.06 -0.01 -0.04 0.302
C -2.267968 -3.560421 -4.349441 0.01 -0.11 -0.11 -0.622
H -2.241096 -4.576110 -4.742639 -0.09 -0.01 -0.05 0.303
H -3.225146 -3.121437 -4.633426 -0.03 -0.03 -0.03 0.281
C -2.103585 -3.529531 -2.817875 0.10 -0.08 0.03 -0.999
H -1.889243 -4.521124 -2.420551 -0.08 -0.04 0.08 0.246
H -3.021627 -3.176553 -2.346483 -0.04 -0.01 0.10 0.317
H 0.108301 -1.206797 -3.883444 0.03 0.12 0.02 0.346
H -1.639377 -0.937473 -3.786206 -0.07 0.09 0.03 0.364
H -0.016754 -3.114015 -2.436859 0.07 -0.05 -0.03 0.088
H -0.338104 -0.980961 -1.213870 -0.01 0.13 0.04 -0.042
H -2.083909 -1.154377 -1.357268 -0.01 0.07 -0.07 0.549
H -1.388881 -1.837609 0.860058 -0.05 -0.06 0.07 -0.177
H -0.001849 -3.793942 1.299630 0.03 -0.04 -0.18 0.492
H 3.578007 -1.223531 0.864091 0.02 -0.02 0.06 0.337
H 0.998680 0.224752 0.772077 0.19 -0.03 -0.16 0.127
H 3.777866 1.418388 -1.892151 -0.12 -0.15 0.09 0.319
H 3.286916 3.370718 -0.290353 0.11 -0.04 0.08 0.257
H 4.936547 2.699030 -0.251749 -0.08 -0.02 0.02 0.432
H 2.047556 0.952658 3.510388 -0.02 0.06 0.01 0.468
H 1.903072 2.703484 3.214016 0.07 -0.09 0.03 0.729
H 0.108948 -0.401663 3.495967 0.12 -0.10 0.05 0.458
H -2.325538 -0.636237 3.175108 -0.05 -0.09 0.02 0.439
H -3.615491 1.185068 2.193487 -0.10 0.04 -0.03 0.429
H -4.263402 2.643596 0.537043 0.01 0.02 0.04 0.376
H -4.533421 3.280714 2.185790 0.02 -0.01 -0.05 0.369
```
Forces are in eV/Å.

Summary:
- HOMO-LUMO gap (eV) = 8.8
- charge = 0
- SMILES string = COc1cccc(CN2CCNC(=O)[C@H]2CC(=O)NCCCC2CCCC2)c1OC
- strongest force on any atom (eV Å⁻¹) = 0.61
- calculated total energy (eV) = -37080.017

=====

Record 2
Formula: C25H30FeN7O7S
Source: the OMol25 dataset
Level of theory: the ωB97M-V functional and the def2-TZVPD basis

Geometry as XYZ:
```
71
Properties=species:S:1:pos:R:3:forces:R:3:mulliken_charge:R:1
Fe -1.849596 -0.124631 0.737116 1.13 -0.29 0.36 0.529
C -5.525236 -0.096892 -1.851048 0.06 -0.02 0.05 -1.656
C -5.047862 0.256704 -0.465727 -0.07 -0.01 -0.03 0.948
C -5.239720 -0.625329 0.595869 -0.03 0.00 0.01 -0.410
C -4.814564 -0.309023 1.878372 -0.15 0.04 -0.03 -0.334
C -4.176134 0.901191 2.125414 -0.11 0.03 -0.07 -0.457
C -3.968441 1.787301 1.069833 -0.11 -0.02 -0.04 -0.548
C -4.410069 1.466226 -0.211380 -0.12 0.08 0.06 -0.317
H -6.617376 -0.080214 -1.895652 0.03 0.00 -0.04 0.443
H -5.192908 -1.099025 -2.131440 -0.02 0.04 0.01 0.325
H -5.136621 0.603030 -2.591655 -0.02 -0.02 0.03 0.320
H -5.722373 -1.579640 0.411513 0.04 0.02 0.01 0.399
H -4.984478 -1.008400 2.687269 0.07 0.00 -0.02 0.398
H -3.856217 1.180157 3.118769 0.08 -0.09 -0.05 0.268
H -3.498955 2.744828 1.263437 0.08 -0.07 -0.02 0.427
H -4.254193 2.163700 -1.026016 0.05 -0.03 0.01 0.287
O 2.370777 -0.419551 1.252949 -0.22 -0.24 0.08 -0.771
C 1.153903 -0.430784 1.470666 0.00 0.00 -0.03 0.480
O 0.241978 -0.450706 0.576452 -0.05 -0.04 -0.07 0.270
C 0.694929 -0.411619 2.910237 -0.23 0.10 -0.08 0.039
C 1.386311 -1.142747 3.829521 0.24 -0.16 0.25 -0.293
C 1.015391 -1.119727 5.179225 0.00 0.03 -0.20 -0.548
C 0.019160 -0.281923 5.610213 -0.09 0.07 0.16 -0.144
C -0.688965 0.482059 4.696862 0.10 -0.06 -0.33 -0.676
C -0.456615 0.365328 3.278480 -0.07 -0.06 0.24 1.052
O -1.203082 0.907255 2.396757 -0.55 0.10 -0.29 -1.226
N -1.694275 1.378562 5.258219 -0.13 0.12 0.24 1.044
O -2.349000 2.096005 4.520888 0.17 -0.12 -0.03 -0.650
O -1.831316 1.393588 6.478150 0.07 -0.09 -0.24 -0.678
N 1.703898 -1.964000 6.139712 0.15 -0.06 0.20 1.045
O 1.352626 -1.927920 7.310971 -0.03 0.07 -0.20 -0.650
O 2.608349 -2.676172 5.734185 -0.09 0.07 -0.05 -0.650
H 2.231061 -1.740835 3.517633 0.00 0.04 -0.05 0.596
H -0.218689 -0.212419 6.657498 -0.04 -0.01 0.07 0.632
C 2.090056 -0.604925 -5.232890 0.10 -0.03 0.09 -1.169
C 3.196358 -0.973740 -4.238717 -0.18 -0.06 0.01 -0.135
C 2.735809 -1.839088 -3.055855 -0.13 0.24 -0.13 -1.136
C 1.986897 -1.095614 -1.952826 0.07 -0.19 -0.14 0.149
N 0.610696 -0.763331 -2.354769 0.30 -0.21 -0.07 0.083
C -0.154817 0.219382 -1.914137 -0.04 0.38 -0.10 -0.043
S -1.878599 -0.023949 -1.825529 0.10 0.29 0.47 -0.475
N 0.323457 1.435467 -1.637604 0.06 -0.20 -0.24 0.145
C 1.654335 1.983564 -1.860751 0.03 0.05 0.22 -0.833
C 2.452382 2.125339 -0.564479 0.08 0.00 -0.14 0.561
C 3.776836 2.860240 -0.770830 -0.09 -0.09 -0.15 -0.884
C 4.709257 2.157083 -1.760295 -0.04 0.05 0.09 -1.057
H 2.486274 0.010536 -6.045142 -0.02 -0.05 0.02 0.376
H 1.283789 -0.051912 -4.751546 0.00 0.00 -0.02 0.190
H 1.656594 -1.508464 -5.670510 -0.01 0.06 0.03 0.345
H 3.665120 -0.061040 -3.852417 0.05 -0.03 -0.02 -0.086
H 3.973504 -1.521043 -4.780597 0.03 0.06 0.03 0.443
H 3.614197 -2.286910 -2.586460 -0.02 -0.06 0.01 0.427
H 2.103242 -2.656594 -3.417257 0.08 -0.06 0.04 0.422
H 2.529616 -0.209732 -1.649725 -0.03 -0.09 0.05 -0.172
H 1.916662 -1.718773 -1.062784 -0.04 -0.01 0.06 0.126
H 0.086058 -1.587345 -2.613613 -0.14 -0.21 0.01 0.282
H -0.345891 2.039080 -1.199867 -0.16 0.13 0.03 0.285
H 1.530415 2.970085 -2.317704 -0.05 0.00 -0.06 0.397
H 2.165787 1.358811 -2.589707 -0.06 0.13 -0.06 0.000
H 2.626578 1.139302 -0.121384 -0.05 0.16 -0.01 -0.341
H 1.835818 2.680370 0.149916 0.01 -0.04 0.03 0.456
H 4.280025 2.944904 0.194161 -0.03 0.04 0.01 0.395
H 3.574526 3.879137 -1.122172 0.08 0.01 0.04 0.345
H 4.833003 1.103803 -1.489436 0.01 0.07 -0.03 0.227
H 5.695703 2.625305 -1.762149 -0.01 -0.05 -0.03 0.473
H 4.324346 2.204156 -2.782518 0.02 -0.04 0.04 0.212
N -2.293254 -2.131488 0.955449 0.07 0.16 -0.16 -0.561
C -1.976524 -2.942604 0.167278 0.03 -0.16 -0.29 0.839
N -1.732089 -3.920272 -0.618571 -0.12 -0.08 0.05 -0.807
C -1.008748 -3.897675 -1.713814 0.16 0.26 0.16 0.681
N -0.369123 -3.966407 -2.684042 -0.17 0.15 0.22 -0.655
```
Forces are in eV/Å.

Summary:
- HOMO-LUMO gap (spin up / spin down) (eV) = 8.2 / 8.2
- charge = -1
- multiplicity = 5
- strongest force on any atom (eV Å⁻¹) = 1.22
- calculated total energy (eV) = -96397.279